This record from the OMol25 dataset describes 10 unconnected molecules or ions with the total composition C34H54Br6O21. The level of theory is ωB97M-V/def2-TZVPD.

Positions of all 115 atoms, in Å:
C: 1.282 5.085 -4.166
C: 0.653 5.174 -2.790
C: 1.642 5.551 -1.662
O: 1.142 6.772 -1.139
C: 0.065 7.190 -1.849
O: -0.484 8.220 -1.680
O: -0.293 6.258 -2.757
H: 1.531 6.057 -4.589
H: 0.624 4.544 -4.846
H: 2.217 4.521 -4.094
H: 0.134 4.251 -2.555
H: 2.648 5.689 -2.061
H: 1.660 4.794 -0.880
C: -1.774 1.683 -4.857
C: -3.261 1.425 -4.934
C: -3.649 -0.047 -5.188
O: -4.528 -0.371 -4.110
C: -4.652 0.678 -3.270
O: -5.355 0.702 -2.310
O: -3.860 1.695 -3.646
H: -1.325 1.432 -5.827
H: -1.293 1.027 -4.135
H: -1.547 2.727 -4.652
H: -3.735 2.092 -5.655
H: -2.795 -0.719 -5.201
H: -4.183 -0.157 -6.133
C: -0.252 -0.088 6.501
C: 0.706 -0.199 5.343
C: 0.022 -0.151 3.952
O: 0.376 1.114 3.436
C: 1.318 1.698 4.207
O: 1.870 2.708 3.933
O: 1.549 0.971 5.320
H: 0.302 -0.095 7.437
H: -0.965 -0.913 6.472
H: -0.810 0.851 6.444
H: 1.351 -1.066 5.476
H: -1.050 -0.244 4.108
H: 0.408 -0.937 3.316
C: 1.834 -4.995 3.697
C: 0.799 -3.920 3.863
C: -0.619 -4.310 3.422
O: -1.408 -4.260 4.611
C: -0.657 -3.883 5.660
O: -1.065 -3.741 6.768
O: 0.623 -3.670 5.287
H: 1.787 -5.496 2.731
H: 1.592 -5.771 4.433
H: 2.840 -4.650 3.920
H: 1.096 -2.955 3.452
H: -0.672 -5.305 2.979
H: -0.991 -3.596 2.691
C: 5.180 1.903 -6.255
C: 5.430 1.500 -4.827
C: 5.787 2.665 -3.871
O: 4.662 2.734 -2.979
C: 3.827 1.694 -3.193
O: 2.858 1.483 -2.535
O: 4.239 0.945 -4.237
H: 4.584 1.156 -6.778
H: 6.128 1.995 -6.788
H: 4.677 2.869 -6.315
H: 6.216 0.749 -4.761
H: 5.926 3.623 -4.368
H: 6.663 2.451 -3.258
C: -6.295 -1.699 5.793
C: -5.004 -0.981 5.541
C: -3.775 -1.918 5.485
O: -3.208 -1.669 4.200
C: -3.895 -0.696 3.561
O: -3.596 -0.259 2.502
O: -5.003 -0.363 4.247
H: -7.124 -0.986 5.826
H: -6.277 -2.174 6.776
H: -6.526 -2.444 5.032
H: -4.884 -0.209 6.303
H: -4.081 -2.961 5.548
H: -3.064 -1.700 6.277
C: 3.547 -2.001 -1.743
C: 2.707 -1.880 -2.997
C: 2.697 -3.118 -3.898
O: 1.336 -3.211 -4.327
C: 0.570 -2.418 -3.542
O: -0.602 -2.261 -3.681
O: 1.315 -1.821 -2.594
H: 4.609 -1.837 -1.915
H: 3.359 -2.975 -1.296
H: 3.187 -1.236 -1.056
H: 2.895 -0.967 -3.563
H: 2.964 -4.019 -3.343
H: 3.357 -3.006 -4.755
Br: -7.055 -2.924 -0.037
C: -5.532 -1.730 0.189
C: -4.326 -2.260 -0.538
Br: -3.592 -3.848 0.316
H: -5.345 -1.635 1.251
H: -5.831 -0.792 -0.263
H: -3.547 -1.511 -0.657
H: -4.603 -2.598 -1.533
Br: 4.322 2.773 0.554
C: 3.362 1.104 0.767
C: 3.983 0.267 1.850
Br: 2.867 -1.317 2.101
H: 3.409 0.627 -0.204
H: 2.324 1.352 0.978
H: 4.130 0.775 2.797
H: 4.958 -0.095 1.529
Br: -0.514 -1.906 0.740
C: -0.883 0.018 0.484
C: -0.505 0.402 -0.918
Br: -1.147 2.208 -1.241
H: -0.274 0.498 1.241
H: -1.947 0.137 0.652
H: -1.043 -0.215 -1.633
H: 0.559 0.347 -1.106

Output
gap between HOMO and LUMO	9.168	eV
E_tot	-18352.2379	Ha
strongest force on any atom	1.51	eV/Å
structure (SMILES)	C[C@H]1COC(=O)O1.C[C@H]1COC(=O)O1.C[C@H]1COC(=O)O1.C[C@H]1COC(=O)O1.C[C@H]1COC(=O)O1.C[C@H]1COC(=O)O1.C[C@H]1COC(=O)O1.BrCCBr.BrCCBr.BrCCBr
multiplicity	1

Mulliken population analysis, charges in e, atoms 1 to 99: C -1.170; C 1.676; C -0.039; O -0.384; C 0.567; O -0.528; O -0.393; H 0.383; H 0.295; H 0.069; H -0.825; H 0.142; H 0.186; C -1.018; C 0.520; C -0.383; O -0.349; C 0.666; O -0.556; O -0.305; H 0.409; H -0.010; H 0.266; H 0.241; H 0.229; H 0.290; C -1.222; C 0.629; C 1.556; O -0.344; C 0.427; O -0.551; O -0.436; H 0.380; H 0.066; H 0.369; H 0.205; H -0.474; H -0.718; C -1.597; C 2.267; C 0.132; O -0.285; C 0.656; O -0.557; O -0.415; H 0.349; H 0.450; H 0.377; H -1.558; H 0.226; H -0.229; C -1.388; C 0.425; C -0.555; O -0.261; C 0.375; O -0.223; O -0.338; H 0.324; H 0.406; H 0.325; H 0.317; H 0.314; H 0.261; C -1.586; C 0.389; C -0.264; O 0.049; C 0.328; O -0.457; O -0.360; H 0.395; H 0.389; H 0.362; H 0.240; H 0.270; H 0.258; C -0.736; C 0.614; C -0.446; O -0.390; C 0.363; O -0.519; O 0.011; H 0.413; H 0.491; H -0.505; H -0.016; H 0.286; H 0.321; Br -0.158; C -0.063; C -0.062; Br -0.175; H -0.105; H 0.336; H -0.334; H 0.501



This record from the OMol25 dataset describes a molecular structure, C5H9O3Tl. The level of theory is ωB97M-V/def2-TZVPD.

Positions of all 18 atoms, in Å:
O: 0.585 1.255 -0.654
C: -0.030 0.272 -0.213
O: -1.296 0.183 -0.512
C: -2.232 -0.590 0.278
C: 0.666 -1.411 0.243
H: 0.036 -2.077 0.854
C: 1.886 -2.059 -0.369
H: 1.628 -3.047 -0.777
H: 2.268 -1.490 -1.231
H: 2.681 -2.208 0.382
C: -3.590 0.048 0.140
H: -1.889 -0.586 1.320
H: -2.225 -1.623 -0.084
H: -3.636 1.004 0.676
H: -4.338 -0.630 0.573
H: -3.843 0.213 -0.915
Tl: 2.194 1.282 0.639
O: 0.963 -0.246 1.079

Output
gap between HOMO and LUMO (alpha / beta)	9.616 / 6.289	eV
relative energy (zero: lowest compared OMol25 entry of this formula, charge and spin)	0.00	kcal per mole
E_tot	-593.6764	Ha
strongest force on any atom	9.66	eV/Å
net charge	+1
multiplicity	2

Just the Mulliken charges please, in e? Sure, here they are: O -0.541; C 0.811; O -0.214; C -0.187; C 0.334; H 0.438; C -1.367; H 0.391; H 0.336; H 0.344; C -1.271; H 0.384; H 0.341; H 0.331; H 0.374; H 0.335; Tl 0.497; O -0.336



This record from the OMol25 dataset describes C16H16ClN3O2 in the gas phase. The level of theory is ωB97M-V/def2-TZVPD.

Positions of all 38 atoms, in Å:
C: 4.393 2.054 0.059
C: 4.944 0.693 -0.573
C: 4.702 -0.333 0.414
C: 3.128 -0.597 0.767
O: 2.650 -0.486 1.734
N: 2.266 -1.097 -0.210
C: 0.858 -1.361 -0.159
C: 0.381 -1.627 -1.664
C: -1.002 -1.881 -1.740
C: -1.743 -1.795 -0.557
Cl: -3.415 -2.018 -0.728
C: -1.319 -1.095 0.684
N: -2.031 -1.027 1.842
C: -3.263 -0.488 1.814
O: -3.948 -0.583 3.104
C: -3.667 0.205 0.852
C: -2.873 1.130 0.160
C: -3.250 2.071 -1.005
C: -4.747 1.953 -1.073
N: -5.599 1.149 -0.584
C: -5.178 0.508 0.634
C: 0.004 -0.963 0.665
H: 4.578 3.042 -0.714
H: 3.304 2.050 0.026
H: 4.876 2.310 1.157
H: 5.836 0.610 -0.818
H: 4.230 0.429 -1.501
H: 5.049 -0.233 1.237
H: 4.939 -1.332 0.060
H: 2.826 -1.082 -1.174
H: 1.074 -1.819 -2.332
H: -1.446 -2.288 -2.466
H: -1.675 -1.678 2.667
H: -1.700 1.245 0.308
H: -2.717 2.780 -1.765
H: -5.232 2.546 -1.804
H: -5.773 -0.076 1.089
H: 0.542 -0.913 1.595

Output
gap between HOMO and LUMO	7.489	eV
relative energy (zero: lowest compared OMol25 entry of this formula, charge and spin)	337.84	kcal per mole
E_tot	-1393.7694	Ha
strongest force on any atom	18.31	eV/Å
structure (SMILES)	CCCC(=O)Nc1ccc(Cl)c(NC(=O)c2cccnc2)c1
multiplicity	1

Just the Mulliken charges please, in e? Sure, here they are: C -0.933; C -0.296; C -1.749; C 0.533; O -0.425; N -0.120; C 0.382; C -0.859; C -1.064; C 0.735; Cl -0.155; C -0.914; N 0.006; C 0.870; O -0.723; C -0.355; C 0.212; C -0.668; C -0.049; N -0.509; C -0.698; C 0.197; H 0.278; H 0.278; H 0.256; H 0.532; H 0.180; H 0.765; H 0.406; H 0.205; H 0.521; H 0.706; H 0.395; H 0.186; H 0.308; H 0.410; H 0.594; H 0.562



This record from the OMol25 dataset describes a molecular structure, C22H43N2OP2PbS. The level of theory is ωB97M-V/def2-TZVPD.

Positions of all 72 atoms, in Å:
Pb: 0.377 -0.062 0.112
P: 0.536 1.638 -2.083
P: -1.117 -1.729 1.738
N: -1.797 0.003 -0.793
C: -1.164 1.551 -2.732
H: -1.458 2.563 -3.070
H: -1.177 0.892 -3.620
C: -2.210 1.050 -1.704
H: -2.589 1.945 -1.158
H: -3.077 0.634 -2.274
C: -2.934 -0.414 0.000
H: -3.743 -0.658 -0.734
H: -3.319 0.418 0.636
C: -2.744 -1.646 0.919
H: -2.892 -2.568 0.328
H: -3.526 -1.626 1.701
C: -1.296 -1.118 3.476
C: 0.068 -0.727 4.069
H: -0.072 -0.013 4.892
H: 0.732 -0.241 3.339
H: 0.594 -1.601 4.478
C: -0.459 -3.462 1.646
C: 0.932 -3.536 2.299
H: 1.428 -4.478 2.028
H: 0.862 -3.514 3.395
H: 1.600 -2.722 1.980
C: 1.722 0.940 -3.330
C: 3.160 0.977 -2.782
H: 3.815 0.356 -3.407
H: 3.238 0.589 -1.754
H: 3.572 1.995 -2.802
C: 0.896 3.406 -1.662
C: 2.058 3.489 -0.663
H: 2.154 4.515 -0.290
H: 3.011 3.217 -1.133
H: 1.905 2.841 0.213
C: 3.096 0.005 1.382
C: -1.408 -4.538 2.178
H: -1.585 -4.428 3.256
H: -2.371 -4.533 1.646
H: -0.946 -5.523 2.021
C: 1.612 1.553 -4.728
H: 2.303 1.020 -5.398
H: 0.598 1.448 -5.141
H: 1.903 2.612 -4.732
C: 1.113 4.319 -2.869
H: 1.184 5.357 -2.512
H: 2.056 4.097 -3.386
H: 0.278 4.271 -3.579
C: -2.083 -2.055 4.391
H: -1.512 -2.957 4.646
H: -2.287 -1.533 5.336
H: -3.050 -2.337 3.958
H: -1.879 -0.188 3.336
H: -0.024 3.720 -1.138
H: -0.328 -3.627 0.558
H: 1.417 -0.123 -3.395
O: 4.166 -0.082 1.778
H: -0.397 -2.037 -2.099
H: 0.323 -2.253 -1.987
S: -0.856 2.128 1.434
C: -0.190 2.723 2.881
N: 1.171 2.679 3.133
C: 1.733 3.219 4.261
C: 0.923 3.767 5.235
C: -0.458 3.849 5.016
C: -1.003 3.322 3.854
H: 1.769 2.239 2.431
H: 2.820 3.160 4.315
H: 1.364 4.121 6.163
H: -1.104 4.327 5.751
H: -2.070 3.346 3.636

Output
gap between HOMO and LUMO	4.569	eV
relative energy (zero: lowest compared OMol25 entry of this formula, charge and spin)	0.00	kcal per mole
E_tot	-2321.5176	Ha
strongest force on any atom	3.71	eV/Å
net charge	+3
multiplicity	1

Just the Mulliken charges please, in e? Sure, here they are: Pb 0.606; P 0.350; P 0.385; N 0.117; C -0.662; H 0.405; H 0.546; C -1.057; H 0.315; H 0.505; C -1.051; H 0.492; H 0.310; C -0.676; H 0.553; H 0.406; C 0.575; C -1.228; H 0.444; H 0.135; H 0.356; C 0.427; C -1.331; H 0.472; H 0.270; H 0.259; C 0.525; C -1.409; H 0.477; H 0.277; H 0.290; C 0.472; C -1.143; H 0.506; H 0.236; H 0.061; C 0.152; C -1.294; H 0.232; H 0.352; H 0.439; C -1.283; H 0.441; H 0.352; H 0.234; C -1.539; H 0.462; H 0.325; H 0.380; C -1.525; H 0.332; H 0.443; H 0.374; H 0.336; H 0.395; H 0.400; H 0.339; O -0.146; H -0.019; H 0.106; S -0.127; C 0.384; N 0.233; C -0.258; C -0.584; C -0.426; C -0.556; H -0.048; H 0.436; H 0.475; H 0.459; H 0.510